1.
Density functional theory data (ωB97M-V/def2-TZVPD) for a 2-piece molecular cluster, C3H10S2 overall.

Summary:
LUMO in eV: 0.1
Highest occupied orbital energy in eV: -8.83
Net charge: 0
ΔE to the lowest compared entry with this formula, charge and spin in kcal per mole: 14.4
HOMO-LUMO gap in hartree: 0.32889
SMILES: CCC.SS

Positions of all 15 atoms, in Å:
C1 1.830986 0.302731 1.156172
H1 1.125424 0.186480 -0.811422
H2 -0.513949 -0.600026 -1.855831
C2 2.934201 0.249023 2.186779
S1 -1.675855 0.074176 -1.787724
H3 2.613901 0.075830 3.207782
S2 -1.870435 -0.414533 0.269045
H4 2.732648 -0.571020 -0.662534
H5 -3.183545 -0.468290 0.121691
H6 1.127624 -0.527766 1.277419
C3 2.115513 0.272868 -0.372990
H7 1.137815 1.146061 1.242217
H8 2.617359 1.176545 -0.717238
H9 3.488179 1.193689 2.117173
H10 3.729153 -0.464205 1.952373

Atoms 1-3, force components in eV/Å:
-1.481 -0.679 -1.018
0.196 0.131 -0.449
-0.221 0.013 -0.317


2.
Density functional theory data (ωB97M-V/def2-TZVPD) for the molecule C3H8Si.

Summary:
LUMO in eV: 1.0
Highest occupied orbital energy in eV: -9.84
Net charge: 0
ΔE to the lowest compared entry with this formula, charge and spin in kcal per mole: 0.0
HOMO-LUMO gap in hartree: 0.39855
SMILES: C=C(C)[SiH3]

Positions of all 12 atoms, in Å:
C1 0.236046 -0.259680 -0.119919
Si1 -1.633013 0.176796 0.097098
H1 1.808342 -1.654588 -0.083474
C2 1.135518 0.944156 -0.027369
H2 -1.966438 1.002567 -1.074526
C3 0.740352 -1.483849 -0.087930
H3 0.835234 1.555894 0.827234
H4 -2.364085 -1.090364 0.032216
H5 0.123657 -2.365274 -0.084618
H6 1.050957 1.565819 -0.917728
H7 2.178847 0.660583 0.106011
H8 -2.145417 0.947938 1.333005

Atoms 1-3, force components in eV/Å:
-0.717 0.885 1.246
0.433 -0.205 -0.084
0.179 0.034 -0.075


3.
Density functional theory data (ωB97M-V/def2-TZVPD) for C56H52N6O2PSr as an isolated structure.

Summary:
LUMO in eV: -3.2
Highest occupied orbital energy in eV: -8.75
Net charge: +1
ΔE to the lowest compared entry with this formula, charge and spin in kcal per mole: 66.0
HOMO-LUMO gap in hartree: 0.20383

Positions of all 118 atoms, in Å:
O1 0.991474 -1.816861 1.282482
C1 5.612398 -3.874564 -3.727687
H1 2.932996 4.251062 1.795769
H2 3.211376 -3.897445 0.826228
H3 -1.695933 -1.726620 3.149409
C2 -2.180538 0.677105 0.844191
C3 -0.042682 4.607719 -1.256732
H4 -1.963602 3.165875 4.809261
C4 5.100940 4.361576 -0.790650
H5 5.266907 3.919564 -1.766253
C5 -1.885235 1.346075 -2.356362
C6 -1.662930 -0.753227 2.674855
C7 -3.567899 4.038130 -1.272417
C8 4.655230 5.528871 1.684319
H6 0.176726 4.823048 3.276052
C9 -1.497420 -2.071021 -3.221000
C10 1.261159 -4.427498 -2.895887
H7 -0.566339 -4.670742 -4.113406
N1 0.698909 2.442973 -0.991725
H8 -3.548294 3.524743 -0.317553
H9 -1.528888 2.698186 1.003019
H10 -1.897052 4.154227 -4.209948
Sr1 0.835179 -0.008169 -0.598463
C11 1.634392 -3.356714 -2.076681
C12 4.382772 -3.555320 -3.170142
H11 -5.338818 6.373203 -2.966253
C13 5.258737 -4.032849 -0.984218
N2 2.995327 0.643063 -1.464325
C14 -3.110197 -0.213061 -3.408450
C15 -4.280181 -4.348821 -5.544135
H12 -3.501920 -3.630999 -2.325589
C16 -4.575465 5.634976 -2.759374
H13 -2.748387 -2.674219 1.229815
C17 3.063265 2.909686 -0.540872
H14 6.423302 6.681653 1.293632
H15 7.618754 -4.536380 -3.357104
C18 3.607019 1.620244 -0.828516
H16 5.677564 1.739186 0.137363
H17 -0.738629 0.164958 4.366405
H18 -3.634980 5.840335 -4.674880
H19 -0.797238 2.050697 5.515447
C19 -2.826954 -1.749519 0.659799
H20 5.167910 -4.061051 0.096785
C20 -3.450419 -3.621896 -3.408015
H21 -4.983356 -4.926067 -6.129550
N3 0.676266 -2.391069 -2.066544
C21 5.969775 5.332226 -0.312445
P1 2.471353 -1.522481 1.150515
C22 6.662791 -4.282659 -2.919538
C23 6.483544 -4.360115 -1.546283
C24 -2.211136 -0.597657 1.402799
H22 -5.111718 -4.949905 -3.659776
H23 -2.634360 0.861514 -0.119389
H24 4.473099 5.986860 2.648151
C25 -0.984380 1.581401 2.756007
H25 -3.246467 -3.575704 -7.257080
H26 5.745557 -3.807507 -4.799057
H27 1.004895 -0.099705 3.184596
C26 5.749529 5.919602 0.925339
H28 1.848401 5.553659 -0.738263
H29 -2.330958 -1.895776 -0.303152
N4 2.590182 -4.102936 0.029906
H30 -5.291278 5.212349 -0.779999
H31 0.755865 2.473655 3.611190
H32 -1.357151 4.379836 2.533564
H33 7.299720 -4.668573 -0.906798
C27 4.194298 -3.640156 -1.793730
H34 -3.880452 1.822117 -3.293322
N5 -1.174335 0.222411 -2.224540
C28 -1.087886 0.316877 3.347113
C29 4.936315 1.134974 -0.364470
C30 3.786308 -0.596663 -1.369821
C31 -2.602871 3.732085 -2.230774
C32 -0.332293 4.045387 2.706186
H35 4.035449 -0.928350 -2.385128
C33 -3.620261 5.335589 -3.717626
C34 -4.548191 4.983315 -1.532806
C35 -2.474485 -2.857719 -4.039193
H36 2.201918 0.881378 3.796774
C36 3.795135 4.550345 1.207063
N6 2.024358 0.084545 3.185039
H37 1.840263 1.093276 1.350618
C37 -1.549310 2.705334 -1.936202
C38 -0.899937 2.934064 4.884807
C39 -2.403965 -2.848502 -5.426745
H38 -1.643890 -2.253552 -5.918475
O2 3.474603 -2.225181 1.998217
C40 -1.552238 1.736153 1.494970
H39 1.624897 -3.926141 0.330464
H40 6.814705 5.639326 -0.915122
C41 1.726798 3.285098 -0.769982
H41 1.929104 -1.589410 -1.261228
H42 0.164052 3.959319 1.736922
C42 -1.875962 -0.777823 -2.916766
C43 -3.121682 1.092377 -3.067979
H43 -3.881972 -1.562640 0.452898
C44 5.019478 -0.171576 -0.628012
C45 2.879465 -3.196907 -1.190011
H44 -3.855817 -0.753430 -3.967560
H45 -0.705836 5.426016 -1.487263
C46 0.021180 -4.086729 -3.424298
H46 3.561116 -3.249337 -3.803881
H47 -0.407720 3.765345 5.390075
C47 -2.639512 4.386541 -3.455817
C48 4.001799 3.951494 -0.036387
C49 -4.351834 -4.362216 -4.158080
H48 2.506646 -0.742022 3.565091
C50 -0.308787 2.733657 3.486746
C51 -0.386492 3.180441 -1.394178
H49 2.669476 -5.077243 -0.260253
C52 2.868974 -1.707783 -0.735604
C53 -3.305100 -3.591549 -6.176718
H50 5.855541 -0.813948 -0.388909
H51 1.831161 -5.319195 -3.110657
H52 3.509018 0.722350 1.804887
C54 -0.305253 -2.811115 -2.911787
C55 1.243754 4.672638 -0.882302
C56 2.500535 0.318251 1.781846

Atoms 1-3, force components in eV/Å:
0.548 -0.074 -0.132
-0.002 0.000 0.003
0.015 -0.003 0.009